Record 1
Formula: C6H11NO2S
Source: the OMol25 dataset
Level of theory: ωB97M-V/def2-TZVPD

XYZ file:
```
21
Properties=species:S:1:pos:R:3
C 2.05775 -1.06461 0.02135
C -3.16555 1.29530 -0.48442
C -3.81562 0.82138 0.77593
C -2.46112 0.33699 0.41174
C 3.53810 0.61277 0.19250
C 3.40194 -0.75809 -0.37765
N 0.99453 -1.12111 0.40357
O -1.54592 -1.91466 1.21287
O -1.52818 -1.60299 -1.27140
S -2.41597 -1.43796 -0.11323
H -3.43690 0.95398 -1.36665
H -2.83019 2.38357 -0.44993
H -4.08833 1.55276 1.53492
H -4.61762 0.11680 0.93014
H -1.65737 0.62658 0.98319
H 3.31439 0.62859 1.19794
H 2.92856 1.38757 -0.40418
H 4.51356 0.96402 0.07478
H 3.41916 -0.77366 -1.41938
H 4.09172 -1.46780 0.14419
H -0.64986 -1.84661 1.09879
```

Its highest occupied orbital energy (spin up / spin down) is -4.2 / -10.7 eV. As for the spin multiplicity: 3. The LUMO energy (spin up / spin down) comes out at 0.65 / -2.22 eV. For the gap between HOMO and LUMO (spin up / spin down), the calculation gives 0.17726 / 0.30971 hartree. The calculation puts the energy above the lowest of the compared OMol25 structures with the same formula, charge and spin at 298.9 kJ/mol. As for the electronic energy: -22812.8662 eV.


Record 2
Formula: C10H11N
Source: the OMol25 dataset
Level of theory: ωB97M-V/def2-TZVPD

XYZ file:
```
22
Properties=species:S:1:pos:R:3
C -2.75371 1.40349 0.07337
C -3.04690 0.07265 -0.36682
C -1.47045 1.69445 0.54721
C -2.18747 -0.99005 -0.15040
C -0.46637 0.73739 0.38969
C -0.85641 -0.61538 0.12195
C 0.45500 -2.52475 -0.10487
C 0.88876 0.53811 0.82054
C 3.31898 0.55092 0.17354
C 1.84884 0.67638 -0.27192
N 0.27704 -1.34718 0.39439
H -3.61770 2.12348 0.06151
H -4.04927 -0.19689 -0.79232
H -1.19050 2.66410 0.84138
H -2.48541 -2.03344 -0.09892
H -0.12414 -3.04292 -0.83807
H 1.48825 -2.90171 0.24563
H 3.45799 1.56264 0.68077
H 3.96483 0.31800 -0.72512
H 3.21758 -0.25349 0.92000
H 1.58738 -0.02091 -1.05819
H 1.74370 1.58511 -0.86337
```

Its highest occupied orbital energy (spin up / spin down) is -7.3 / -7.3 eV. The LUMO energy (spin up / spin down) comes out at -0.23 / -0.23 eV. For the gap between HOMO and LUMO (spin up / spin down), the calculation gives 0.26159 / 0.26157 hartree. The calculation puts the energy above the lowest of the compared OMol25 structures with the same formula, charge and spin at 498.1 kJ/mol. As for the electronic energy: -12032.8271 eV.


Record 3
Formula: C22H25Cl30NO7PS
Source: the OMol25 dataset
Level of theory: ωB97M-V/def2-TZVPD

XYZ file:
```
87
Properties=species:S:1:pos:R:3
O 2.17816 -1.59011 3.20312
C 1.38784 -0.65280 3.50559
O 0.84843 0.26631 2.56228
C 0.56599 -0.36966 1.28566
C -0.84317 0.23936 0.74086
C -1.99031 -0.53988 1.55499
N -2.42669 0.03706 2.80313
C -3.45118 -0.48974 3.66442
C -4.21166 -1.81057 3.27793
P -5.51521 -2.39695 4.50268
O -7.08057 -1.78150 4.15067
O -5.06319 -1.77418 6.03776
S -5.65703 -4.33030 4.66225
C -3.81618 -2.50799 1.94490
C -4.58412 -3.84554 1.47917
O -4.22325 -4.99813 1.76487
O -5.77913 -3.65984 0.72819
C -2.68336 -1.85135 1.09159
C -2.22778 -2.54138 -0.27318
C -1.39619 -3.93717 0.31562
C 0.27212 -3.86730 0.14273
O -0.69762 -4.77468 -0.73195
H 1.11776 -0.48454 4.60320
H 0.38423 -1.48475 1.44278
H 1.40100 -0.15689 0.51486
H -0.98049 0.06655 -0.37766
H -0.92851 1.36834 0.92334
H -1.98338 0.93102 3.09807
H -3.73769 0.05420 4.63128
H -7.69293 -2.40217 4.61054
H -4.19182 -2.17283 6.27427
H -6.35519 -3.06090 1.25927
H -1.45689 -1.94347 -0.85637
H -3.10340 -2.93347 -0.88822
H -1.83127 -4.46284 1.30358
H 0.74884 -3.01080 -0.43643
H 0.67506 -4.38207 1.07245
C 0.31453 -1.62274 -3.46674
Cl -1.43099 -1.34368 -3.54790
Cl 0.95913 -1.09050 -1.90293
Cl 0.68408 -3.32862 -3.74194
H 0.79249 -1.03702 -4.25020
C -0.26989 4.08956 -1.43881
Cl -2.01485 4.36158 -1.51878
Cl 0.36926 4.61058 0.12695
Cl 0.10753 2.38360 -1.72469
H 0.20633 4.68194 -2.21804
C 4.83646 0.34752 -1.57155
Cl 4.85656 -1.04156 -2.66515
Cl 3.18471 0.95064 -1.36678
Cl 5.53974 -0.08249 -0.00558
H 5.43880 1.14014 -2.01199
C 6.65060 -1.81485 -6.61743
Cl 6.11490 -1.26209 -8.21008
Cl 6.77219 -0.45252 -5.49444
Cl 5.54796 -3.04515 -5.98283
H 7.63774 -2.26085 -6.72362
C -4.57002 5.07822 1.71102
Cl -5.81738 4.83913 0.48078
Cl -3.89028 3.52148 2.21766
Cl -3.29640 6.14660 1.10577
H -5.03035 5.54872 2.57975
C 8.00186 1.87673 2.01381
Cl 7.72359 3.50516 1.37780
Cl 9.61303 1.30109 1.56593
Cl 7.79860 1.85217 3.77106
H 7.26468 1.20812 1.57419
C 8.94118 7.07509 0.88635
Cl 9.21799 7.64562 -0.76562
Cl 10.43863 6.44599 1.58659
Cl 8.28207 8.37427 1.89055
H 8.21356 6.26676 0.85174
C 4.40616 -7.10047 -6.71756
Cl 3.03622 -6.11771 -6.17696
Cl 3.94223 -8.10968 -8.09412
Cl 5.78200 -6.07026 -7.13607
H 4.70343 -7.75323 -5.89903
C -6.99458 3.34317 4.75378
Cl -5.82618 2.05982 5.10766
Cl -6.16180 4.82874 4.26948
Cl -8.12304 2.82544 3.49565
H -7.56155 3.54840 5.65996
C -4.50675 2.92809 -4.70992
Cl -3.72035 3.64012 -6.12491
Cl -3.42274 1.78434 -3.90389
Cl -5.02325 4.18968 -3.58244
H -5.38905 2.38585 -5.04469
```

Its highest occupied orbital energy is -12.1 eV. The charge is +1. The LUMO energy comes out at -4.98 eV. For the gap between HOMO and LUMO, the calculation gives 0.26076 hartree. As for the electronic energy: -434825.4449 eV.


Record 4
Formula: C24H57Br9N6O11P2
Source: the OMol25 dataset
Level of theory: ωB97M-V/def2-TZVPD

XYZ file:
```
109
Properties=species:S:1:pos:R:3
C 1.40244 1.93528 0.47115
Br 2.46589 3.31068 -0.45149
Br 2.58311 0.66620 1.41416
Br 0.04600 1.12850 -0.71805
H 0.82930 2.38204 1.28358
C 2.65286 2.55859 -2.95243
Br 1.57129 2.07622 -4.56078
Br 3.12100 4.46401 -3.05300
Br 4.33172 1.55629 -2.77567
H 1.97847 2.37416 -2.11620
C -1.94359 4.32044 1.37822
Br -0.50045 2.89241 1.33178
Br -3.31122 4.14587 -0.10226
Br -1.11836 6.17388 1.37096
H -2.63098 4.20689 2.21647
O 0.44336 -0.60745 -2.58524
P 1.69763 -1.39522 -2.59460
N 3.07555 -0.70601 -3.47485
C 4.39161 -1.30742 -3.42446
C 2.77886 0.11034 -4.60702
N 1.64174 -2.89578 -3.48437
C 1.06632 -2.95005 -4.90598
C 2.65976 -3.95957 -3.28548
N 2.35296 -1.63158 -1.05366
C 3.17954 -0.63129 -0.39373
C 1.55872 -2.34638 -0.10077
H 4.55822 -1.81496 -4.37458
H 4.49832 -2.08823 -2.67142
H 5.09213 -0.48925 -3.25724
H 2.80280 -0.43692 -5.54937
H 3.51160 0.91123 -4.70588
H 1.79670 0.56478 -4.47693
H 0.81978 -3.96638 -5.21317
H 0.17751 -2.32759 -5.00925
H 1.86616 -2.59582 -5.55626
H 3.16866 -3.79288 -2.33610
H 2.31593 -4.99290 -3.33150
H 3.44450 -3.92321 -4.04111
H 3.83800 -0.18827 -1.14091
H 2.54422 0.18021 -0.03888
H 3.82029 -1.04132 0.38691
H 1.11033 -3.23023 -0.55449
H 0.70816 -1.73917 0.20894
H 2.06174 -2.62013 0.82666
O 0.89141 -3.30970 2.10168
P -0.40986 -2.71998 2.50854
N -0.27595 -0.90396 2.56483
C -1.50183 -0.10075 2.73931
C 0.72265 -0.18909 1.76432
N -0.97895 -3.16440 4.06770
C -0.63695 -2.41450 5.27662
C -1.52051 -4.52629 4.37577
N -1.80569 -3.02668 1.63802
C -3.17567 -2.77605 2.12632
C -1.78793 -2.80445 0.17956
H -2.19898 -0.51428 3.46807
H -1.90254 -0.04997 1.72690
H -1.23946 0.91493 3.03539
H 1.62863 -0.78270 1.64212
H 1.14847 0.71377 2.20204
H 0.30548 0.00150 0.77550
H 0.34389 -1.97742 5.08946
H -1.34808 -1.60497 5.44111
H -0.42696 -3.03041 6.15106
H -2.33049 -4.48834 5.10420
H -1.96264 -4.96705 3.48227
H -0.75447 -5.25029 4.65348
H -3.99879 -3.12158 1.50086
H -3.53640 -3.23252 3.04807
H -3.29112 -1.70799 2.31071
H -1.61130 -1.72981 0.13431
H -2.72250 -3.19253 -0.22550
H -0.84135 -3.17450 -0.21435
C -2.23671 1.55664 -1.26173
O -3.14746 1.43130 -0.20461
C -3.25464 0.22845 0.35979
O -2.74557 -0.89298 -0.00400
O -4.14490 0.40861 1.34477
C -4.72101 -0.71100 2.08604
H -1.20789 1.66089 -0.91710
H -2.40482 2.40879 -1.92028
H -2.22432 0.68148 -1.91137
H -4.18032 -0.65757 3.03097
H -4.56229 -1.64819 1.55261
H -5.81059 -0.70162 2.11483
C 0.12952 3.61790 -1.70903
O -0.07264 3.31051 -3.11149
C -1.09988 2.65353 -3.53869
O -2.00998 2.17113 -2.92705
O -0.98248 2.63169 -4.85069
C -2.09846 2.19978 -5.70337
H 0.92116 4.33232 -1.48314
H 0.41347 2.75879 -1.10125
H -0.77729 4.00052 -1.24063
H -3.02429 2.73877 -5.50229
H -2.33568 1.14923 -5.53551
H -1.86067 2.47495 -6.73090
C 0.26904 0.48362 4.73936
O -0.27955 1.79034 4.60302
C 0.25118 2.66002 3.73750
O 1.25293 2.45327 3.00803
O -0.33164 3.83187 3.92473
C 0.38020 5.07533 3.58442
H -0.63606 -0.11905 4.66410
H 0.64007 0.30138 5.74794
H 1.05096 0.22234 4.02631
H 0.33202 5.78326 4.41184
H -0.15948 5.55475 2.76772
H 1.42733 5.00896 3.28913
```

Its highest occupied orbital energy is -6.7 eV. The LUMO energy comes out at -0.52 eV. For the gap between HOMO and LUMO, the calculation gives 0.22624 hartree. The calculation puts the energy above the lowest of the compared OMol25 structures with the same formula, charge and spin at 3827.6 kJ/mol. As for the electronic energy: -706191.7778 eV.